Molecular formula: C28H31BBeBr4Cl2F5LiNNaO13V
Method: DFT, ωB97M-V/def2-TZVPD

CARTESIAN COORDINATES (ANGSTROEM)
C1 -0.4189 -5.1146 2.0682
C2 -0.9299 -4.0428 1.3237
C3 -1.6495 -2.6153 0.8355
C4 -0.6002 -1.6389 -0.0073
C5 -1.1103 -1.0691 -1.4866
C6 -2.6156 -1.4187 -2.1245
C7 -3.6652 -0.4267 -1.3088
C8 -5.2434 -0.8337 -1.4866
C9 -5.7707 -1.3032 0.0214
O1 -5.2654 -2.3786 0.6610
O2 -6.8490 -0.5704 0.7462
C10 -6.2744 0.6069 1.4566
C11 -7.2613 1.0250 2.7258
C12 -0.1541 -0.0681 -2.4205
F1 -0.5844 0.4462 -3.7548
C13 1.3287 0.3605 -1.8442
C14 1.8413 -0.2335 -0.3668
C15 0.9015 -1.2123 0.5926
C16 1.4433 -1.7209 2.0542
C17 2.5341 -2.9436 2.0061
C18 2.8487 -3.5370 0.5106
C19 4.2430 -4.4474 0.6662
O3 4.4426 -5.3060 1.6996
O4 5.3355 -4.3003 -0.3216
C20 3.3809 0.2507 0.0741
O5 4.2410 -0.5130 0.7541
C21 3.7642 1.7993 -0.4305
B1 4.7180 2.6466 0.6403
O6 6.1935 2.7519 0.3689
C22 3.9593 3.2738 1.9575
C23 4.3450 4.8654 2.0575
C24 3.2785 2.3723 -1.7501
C25 3.6459 3.9373 -2.1760
F2 5.1305 4.1430 -2.3687
F3 3.0645 4.9435 -1.2098
C26 2.9813 4.3661 -3.6499
F4 3.3381 5.8249 -3.8090
F5 1.5052 4.3382 -3.4603
C27 2.3831 1.3423 -2.6942
O7 2.4827 1.2176 -4.0179
H1 0.0385 -5.9257 2.8055
H2 -2.0680 -1.9952 1.7632
H3 -2.5890 -2.9386 0.2170
H4 -2.8884 -2.5640 -1.9409
H5 -2.6481 -1.1450 -3.2732
H6 -3.4295 0.6693 -1.7000
H7 -3.3407 -0.5072 -0.1628
H8 -5.8324 0.1747 -1.7267
H9 -5.4651 -1.6217 -2.3230
H10 -5.2230 0.2342 1.8781
H11 -6.1494 1.5493 0.7385
H12 -6.6695 1.6694 3.5352
H13 -8.2338 1.5945 2.3351
H14 -7.6476 0.0305 3.2176
H15 1.8835 -0.7551 2.5993
H16 0.4723 -2.0009 2.6898
H17 3.5521 -2.5096 2.4408
H18 2.1700 -3.7806 2.7637
H19 1.9843 -4.2783 0.2340
H20 3.0865 -2.7306 -0.3034
H21 5.0670 -3.6328 -1.0384
H22 6.6105 2.7733 1.3008
H23 2.8029 3.1460 1.8156
H24 4.3079 2.6389 2.8870
H25 5.0639 5.1923 1.1831
H26 4.8328 5.0331 3.1326
H27 3.3116 5.4613 2.0429
H28 3.3730 3.7022 -4.5309
O8 7.4162 6.4027 -4.4109
V1 6.2662 5.9866 -5.6720
O9 5.1161 5.5705 -6.9331
Br1 5.9662 8.0866 -8.2664
Na1 -8.4338 -1.4800 1.4461
O10 -3.3810 -3.4827 4.1496
H29 -2.4537 -3.4729 3.8682
H30 -3.8668 -3.1887 3.3644
Cl1 -6.2338 -3.0814 3.5019
Li1 -0.2338 2.3614 -4.4656
C28 -3.7489 3.3366 3.3619
Br2 -3.0108 3.5045 1.5698
Br3 -5.3198 4.4576 3.6056
Br4 -4.1041 1.4815 3.8274
H31 -2.9855 3.7002 4.0574
Cl2 -0.8338 -7.0702 3.1362
Be1 4.2662 0.9512 -5.5174
N1 -1.4338 -6.5911 -1.4338
O11 -1.9347 -7.6455 -1.8586
O12 -2.0194 -5.5101 -1.6106
O13 -0.3473 -6.6178 -0.8323

Its LUMO energy is -0.258 Eh. Its net charge is +1.

Results of the Löwdin charge analysis, in e, for atoms 1 through 6: C -0.05; C 0.09; C -0.10; C 0.00; C 0.00; C -0.14